Entry 1:
49
Properties=species:S:1:pos:R:3 method="wB97M-V/def2-TZVPD" e_above_lowest_kj_mol=0.00 smiles="CC(C)S(=O)(=O)NC[C@H](C)c1ccc(NC(=O)c2cc(F)cc(F)c2)cc1" homo_lumo_gap_ha=0.325 lumo_ev=0.5 energy_ev=-45453.72749 fmax_ev_per_a=0.8 homo_energy_ev=-8.377
C 3.012 -1.867 3.223
C 3.527 -0.733 2.366
C 3.432 0.623 3.034
S 2.484 -0.641 0.871
O 3.045 0.347 -0.007
O 1.113 -0.500 1.272
N 2.732 -2.170 0.210
C 3.151 -2.259 -1.174
C 1.983 -2.518 -2.143
C 2.450 -2.395 -3.593
C 0.851 -1.576 -1.816
C -0.321 -2.062 -1.252
C -1.345 -1.218 -0.867
C -1.200 0.153 -1.036
N -2.180 1.077 -0.654
C -3.397 0.849 -0.097
O -3.863 -0.241 0.162
C -4.170 2.107 0.188
C -4.117 3.223 -0.642
C -4.895 4.324 -0.330
F -4.847 5.398 -1.138
C -5.718 4.363 0.780
C -5.755 3.233 1.580
F -6.551 3.240 2.662
C -5.006 2.107 1.299
C -0.036 0.649 -1.616
C 0.975 -0.204 -2.002
H 3.164 -2.820 2.724
H 1.947 -1.726 3.393
H 3.522 -1.888 4.184
H 4.529 -0.925 1.988
H 3.740 1.397 2.334
H 2.400 0.811 3.321
H 4.064 0.670 3.919
H 1.934 -2.753 0.417
H 3.895 -3.059 -1.261
H 3.630 -1.306 -1.402
H 1.632 -3.544 -1.980
H 3.237 -3.118 -3.798
H 1.620 -2.584 -4.270
H 2.838 -1.400 -3.792
H -0.440 -3.126 -1.101
H -2.242 -1.612 -0.421
H -1.894 2.041 -0.753
H -3.519 3.244 -1.539
H -6.312 5.232 1.007
H -5.065 1.232 1.926
H 0.087 1.715 -1.747
H 1.875 0.209 -2.428

Entry 2:
50
Properties=species:S:1:pos:R:3 method="wB97M-V/def2-TZVPD" e_above_lowest_kj_mol=11.09 smiles="C[C@@](F)(C(=O)N[C@H]1CN(C(=O)C2CCSCC2)Cc2ccccc21)C(F)(F)F" homo_lumo_gap_ha=0.327 lumo_ev=0.6 energy_ev=-48843.04142 fmax_ev_per_a=0.9 homo_energy_ev=-8.345
C -2.915 1.288 3.176
C -2.223 0.257 2.304
F -3.180 -0.483 1.620
C -1.289 0.951 1.301
O -0.485 1.786 1.681
N -1.457 0.628 0.011
C -0.814 1.335 -1.078
C 0.675 1.021 -1.167
N 0.822 -0.379 -1.520
C 1.634 -1.254 -0.867
O 1.947 -2.320 -1.374
C 2.130 -0.884 0.536
C 2.326 -2.153 1.362
C 2.692 -1.803 2.810
S 4.276 -0.927 2.937
C 3.883 0.423 1.794
C 3.441 -0.098 0.421
C 0.346 -0.725 -2.845
C -0.933 0.001 -3.207
C -1.569 -0.311 -4.403
C -2.734 0.338 -4.784
C -3.279 1.317 -3.965
C -2.653 1.635 -2.771
C -1.483 0.989 -2.385
C -1.406 -0.726 3.151
F -2.213 -1.391 3.995
F -0.792 -1.627 2.367
F -0.476 -0.090 3.870
H -2.195 1.871 3.746
H -3.495 1.971 2.557
H -3.595 0.796 3.870
H -2.068 -0.139 -0.225
H -0.927 2.407 -0.888
H 1.127 1.644 -1.947
H 1.163 1.274 -0.232
H 1.345 -0.278 0.999
H 1.404 -2.735 1.389
H 3.132 -2.757 0.950
H 1.922 -1.190 3.282
H 2.794 -2.710 3.405
H 3.112 1.052 2.246
H 4.788 1.025 1.707
H 4.231 -0.742 0.037
H 3.328 0.775 -0.228
H 1.119 -0.496 -3.588
H 0.182 -1.799 -2.896
H -1.151 -1.074 -5.049
H -3.215 0.080 -5.718
H -4.187 1.828 -4.255
H -3.082 2.397 -2.130

Entry 3:
47
Properties=species:S:1:pos:R:3 method="wB97M-V/def2-TZVPD" e_above_lowest_kj_mol=78.43 smiles="CCOc1ccccc1NC(=S)N1CCN(c2ccccc2F)CC1" homo_lumo_gap_ha=0.310 lumo_ev=0.8 energy_ev=-40130.42801 fmax_ev_per_a=0.6 homo_energy_ev=-7.677
C 5.004 1.070 0.276
C 3.680 1.671 -0.186
O 2.602 0.765 -0.075
C 2.471 -0.252 -0.978
C 3.237 -0.438 -2.117
C 2.994 -1.516 -2.956
C 2.001 -2.427 -2.656
C 1.226 -2.255 -1.522
C 1.435 -1.165 -0.689
N 0.711 -0.944 0.480
C -0.488 -1.434 0.890
S -0.740 -1.574 2.525
N -1.422 -1.793 -0.031
C -2.694 -2.287 0.451
C -3.572 -1.100 0.914
N -3.159 0.112 0.230
C -2.542 1.123 0.948
C -3.031 1.453 2.221
C -2.470 2.446 2.994
C -1.397 3.185 2.525
C -0.914 2.917 1.260
C -1.478 1.914 0.497
F -0.925 1.734 -0.739
C -2.845 -0.161 -1.151
C -1.587 -1.061 -1.274
H 4.918 0.733 1.306
H 5.787 1.821 0.216
H 5.282 0.219 -0.341
H 3.400 2.501 0.469
H 3.759 2.053 -1.211
H 4.024 0.254 -2.371
H 3.598 -1.640 -3.842
H 1.829 -3.277 -3.298
H 0.464 -2.974 -1.267
H 1.228 -0.455 1.201
H -2.519 -2.970 1.282
H -3.162 -2.833 -0.372
H -4.627 -1.305 0.698
H -3.445 -0.973 1.987
H -3.884 0.917 2.604
H -2.880 2.648 3.972
H -0.949 3.958 3.128
H -0.085 3.468 0.842
H -3.715 -0.674 -1.575
H -2.705 0.767 -1.702
H -0.708 -0.453 -1.467
H -1.705 -1.772 -2.099